No. 1
Entry from OMol25: a cluster of 14 separate species, C5H40N2O13S in total (the ωB97M-V functional and the def2-TZVPD basis).

Results
LUMO (alpha / beta) = 2.121 / 2.041 eV
HOMO (alpha / beta) = -0.17 / -6.39 eV
HOMO-LUMO gap (alpha / beta) = 2.294 / 8.432 eV
Relative energy (zero: lowest compared OMol25 entry of this formula, charge and spin) = 272.9 kJ/mol

ORCA input file:
```
! wB97M-V def2-TZVPD RIJCOSX def2/J DEFGRID3
* xyz -1 2
C -1.5707 0.2757 -1.1995
N -2.6793 -0.2460 -0.3286
C -2.6059 -0.8171 1.0044
C -2.2432 -2.3076 1.1933
S -2.7767 -3.1234 2.5624
C -4.0547 -0.4142 1.5420
N -3.9767 1.0844 1.6657
C -0.4930 -0.6086 -1.6675
H -2.1062 0.9255 -1.8852
H -1.0479 1.0533 -0.4559
H -3.4402 -0.4772 -0.8452
H -1.8114 -0.3203 1.5748
H -2.5159 -2.8727 0.3406
H -1.1370 -2.4240 1.1179
H -2.3616 -2.4521 3.6372
H -4.8416 -1.0101 0.8641
H -4.2883 -0.6981 2.5474
H -4.5891 1.6059 1.0718
H -3.0511 1.4484 1.5439
H -0.6634 -1.3863 -2.4063
H 0.1849 -0.9113 -0.8073
H 0.2611 0.0478 -2.2063
H 0.6423 0.5982 3.7149
H 0.0940 2.1855 3.6637
O -0.0726 1.2161 3.5441
H 0.4814 2.0036 -3.5388
H -0.6899 2.7002 -3.9418
O -0.1156 2.0393 -4.3138
H 1.4202 -1.2052 1.5415
H 2.4670 -2.3547 1.8647
O 2.0184 -1.5675 2.2200
H 3.9690 1.5474 -2.4271
H 4.3314 0.0753 -2.4452
O 4.4281 0.8973 -2.9047
H 0.8908 -1.5932 -5.0066
H 0.5775 -0.3285 -4.2590
O 0.9852 -1.2664 -4.1054
H 3.0140 4.1745 -1.1630
H 2.0057 3.5024 -0.3811
O 2.7185 3.2448 -0.9121
H 2.9223 -3.6179 -0.6657
H 4.0074 -2.5308 -0.8689
O 3.5475 -2.9965 -0.2393
H 0.3487 0.5095 1.8578
H 1.3206 1.5995 1.1696
O 0.6919 0.9074 1.0457
H 4.0794 -0.7544 0.5957
H 3.1054 -0.7296 -0.4643
O 3.7448 -0.2322 -0.0494
H 2.6666 3.4259 1.5420
H 2.8849 1.9589 1.2306
O 2.4302 2.5098 1.7988
H 3.2404 -2.9609 -2.8607
H 1.6102 -2.8270 -2.9141
O 2.3975 -3.4864 -2.6526
H -1.1207 2.3302 1.2078
H 0.3472 2.9116 1.4650
O -0.5592 3.1038 1.4372
H -3.3201 1.9621 -0.5396
H -2.8994 3.4883 -0.3215
O -3.4854 2.9725 -0.8363
*
```

Results of the Löwdin charge analysis, in e, for atoms 1 through 4:
1. C -0.267
2. N -0.056
3. C -0.377
4. C -0.639

=====

No. 2
Entry from OMol25: a structure of composition C5H4AuO (the ωB97M-V functional and the def2-TZVPD basis).

Results
LUMO (alpha / beta) = -6.376 / -6.891 eV
HOMO (alpha / beta) = -11.44 / -13.87 eV
HOMO-LUMO gap (alpha / beta) = 5.064 / 6.978 eV
Relative energy (zero: lowest compared OMol25 entry of this formula, charge and spin) = 0.0 kJ/mol

ORCA input file:
```
! wB97M-V def2-TZVPD RIJCOSX def2/J DEFGRID3
* xyz 1 3
C -1.4622 -0.4794 -0.1674
H -2.3507 -0.6806 -0.7745
H -1.2291 1.8440 0.2753
H -1.2793 -1.5410 0.0380
C -0.9757 0.8011 0.4662
C 0.1686 0.0690 0.1659
C 1.4516 -0.2170 0.2076
C 2.3981 -1.0775 -0.0368
O 3.3408 -1.7084 -0.3078
Au 2.1860 2.4517 -0.5956
H -2.2481 0.5381 0.7291
*
```

Results of the Löwdin charge analysis, in e, for atoms 1 through 4:
1. C 0.030
2. H 0.126
3. H 0.147
4. H 0.142

=====

No. 3
Entry from OMol25: the molecule C5H4BBr2NO3 (the ωB97M-V functional and the def2-TZVPD basis).

Results
LUMO = -0.597 eV
HOMO = -9.24 eV
SMILES string = CB(O)N1C(=O)[C@]1(Br)C(Br)=C=O
HOMO-LUMO gap = 8.639 eV
Relative energy (zero: lowest compared OMol25 entry of this formula, charge and spin) = 230.7 kJ/mol

ORCA input file:
```
! wB97M-V def2-TZVPD RIJCOSX def2/J DEFGRID3
* xyz 0 1
C 0.4347 -0.1848 0.6732
B -0.0380 -0.0127 -0.8282
O 0.8188 0.3013 -1.8284
N -1.4625 -0.2006 -1.1777
C -2.4862 -0.3381 -2.0113
O -2.9106 -0.2994 -3.1468
C -2.7922 -0.5469 -0.6038
Br -3.0897 -2.3709 0.1718
C -3.6041 0.4965 0.1748
Br -3.0543 2.2796 -0.2061
C -4.5605 0.3881 1.0631
O -5.2033 0.2604 2.0208
H 0.8548 0.7661 0.8676
H 1.0284 -1.0939 0.6380
H -0.4912 -0.3010 1.3716
H 0.5334 0.6170 -2.7416
*
```

Results of the Löwdin charge analysis, in e, for atoms 1 through 4:
1. C 0.021
2. B -0.580
3. O 0.165
4. N 0.176

=====

No. 4
Entry from OMol25: a structure of composition C5H4BeO (the ωB97M-V functional and the def2-TZVPD basis).

Results
LUMO = -0.636 eV
HOMO = -7.72 eV
HOMO-LUMO gap = 7.084 eV
Relative energy (zero: lowest compared OMol25 entry of this formula, charge and spin) = 75.9 kJ/mol

ORCA input file:
```
! wB97M-V def2-TZVPD RIJCOSX def2/J DEFGRID3
* xyz 0 1
C 1.6750 0.2347 -0.4046
H 2.5639 0.8747 -0.3187
H 1.1180 -0.7928 1.6478
H 1.1747 0.7602 -1.2301
C 0.8887 -0.1121 0.8246
C -0.3627 0.2243 0.5239
C -1.6506 0.3475 0.4078
C -2.7670 0.6949 -0.1441
O -3.8360 0.9552 -0.5355
Be -1.0454 -2.3934 -0.6194
H 2.2414 -0.7930 -0.1518
*
```

Results of the Löwdin charge analysis, in e, for atoms 1 through 4:
1. C -0.127
2. H 0.061
3. H 0.120
4. H 0.093

=====

No. 5
Entry from OMol25: the molecule C5H4Br2N2O3 (the ωB97M-V functional and the def2-TZVPD basis).

Results
LUMO = -0.798 eV
HOMO = -9.13 eV
SMILES string = O=[N+]([O-])[C@@]1(Br)C=C(Br)[N+]([O-])=CC1
HOMO-LUMO gap = 8.333 eV
Relative energy (zero: lowest compared OMol25 entry of this formula, charge and spin) = 320.1 kJ/mol

ORCA input file:
```
! wB97M-V def2-TZVPD RIJCOSX def2/J DEFGRID3
* xyz 0 1
O 2.2027 1.9961 0.8575
N 1.7081 1.5821 -0.1124
O 2.1644 1.5032 -1.2411
C 0.3927 0.8650 0.2137
Br -0.5999 2.0157 1.5193
C -0.2659 0.6437 -1.1067
C -1.0149 -0.4322 -1.3838
Br -2.0815 -1.0288 -2.8688
N -1.4119 -1.3091 0.0005
O -2.5229 -1.7906 -0.0215
C -0.5840 -1.2668 0.9813
C 0.6955 -0.5109 0.9238
H -0.1265 1.3347 -1.8192
H -0.8870 -1.8790 1.8011
H 0.9519 -0.5187 1.9920
H 1.3793 -1.2045 0.2642
*
```

Results of the Löwdin charge analysis, in e, for atoms 1 through 4:
1. O 0.072
2. N -0.423
3. O 0.094
4. C -0.636

=====

No. 6
Entry from OMol25: a cluster of 3 separate species, C5H4BrN2O2 in total (the ωB97M-V functional and the def2-TZVPD basis).

Results
LUMO = 3.255 eV
HOMO = -4.14 eV
HOMO-LUMO gap = 7.392 eV
Relative energy (zero: lowest compared OMol25 entry of this formula, charge and spin) = 0.0 kJ/mol

ORCA input file:
```
! wB97M-V def2-TZVPD RIJCOSX def2/J DEFGRID3
* xyz -1 1
C 0.3494 0.8897 0.9120
C 0.1548 1.3135 -0.4565
C -0.3264 -0.2154 1.3337
C 4.3119 -1.7555 -0.6475
C -1.1416 -0.8159 -0.6863
N -0.9441 -1.0733 0.5333
N -0.5410 0.6592 -1.2887
O 5.1591 -1.6402 -1.4187
O 3.5144 -2.1966 0.0620
Br 3.9441 0.7738 0.1431
H 0.7898 1.5569 1.5966
H 0.4041 2.4296 -0.8009
H -0.3428 -0.4169 2.4073
H -1.2629 -1.4354 -1.5160
*
```

Results of the Löwdin charge analysis, in e, for atoms 1 through 4:
1. C -0.084
2. C -0.265
3. C -0.180
4. C -0.745

=====

No. 7
Entry from OMol25: the molecule C5H4Cl2NPS (the ωB97M-V functional and the def2-TZVPD basis).

Results
LUMO = 0.244 eV
HOMO = -9.00 eV
SMILES string = S=P(Cl)(Cl)c1ccccn1
HOMO-LUMO gap = 9.240 eV
Relative energy (zero: lowest compared OMol25 entry of this formula, charge and spin) = 0.0 kJ/mol

ORCA input file:
```
! wB97M-V def2-TZVPD RIJCOSX def2/J DEFGRID3
* xyz 0 1
S -2.6243 1.8881 0.7269
P -2.3831 0.1153 0.0307
Cl -3.2147 -1.2428 1.2863
Cl -3.1237 -0.2212 -1.7551
C -0.5073 -0.1709 -0.0528
C 0.2132 0.0897 -1.1631
C 1.5901 0.0698 -0.9470
C 2.1333 -0.0740 0.3237
C 1.2148 -0.2443 1.3596
N -0.0453 -0.3839 1.1532
H -0.3456 0.2106 -2.0725
H 2.2835 0.3614 -1.7767
H 3.1181 -0.1007 0.5805
H 1.6909 -0.2971 2.3063
*
```

Results of the Löwdin charge analysis, in e, for atoms 1 through 4:
1. S 0.178
2. P -0.426
3. Cl 0.264
4. Cl 0.328

=====

No. 8
Entry from OMol25: the molecule C5H4Cl2O (the ωB97M-V functional and the def2-TZVPD basis).

Results
LUMO (alpha / beta) = 0.584 / -2.337 eV
HOMO (alpha / beta) = -5.67 / -10.29 eV
HOMO-LUMO gap (alpha / beta) = 6.254 / 7.956 eV
Relative energy (zero: lowest compared OMol25 entry of this formula, charge and spin) = 0.0 kJ/mol

ORCA input file:
```
! wB97M-V def2-TZVPD RIJCOSX def2/J DEFGRID3
* xyz 0 3
C -0.5326 -0.9815 -0.4765
C 0.1626 0.2504 -0.0383
C -1.7969 -1.4055 -0.4541
C -0.5386 1.2397 0.5309
C 1.7000 0.2196 0.1043
O -2.7843 -2.0282 -0.6054
Cl -2.3433 1.0807 0.7378
Cl 0.0356 2.6577 1.2161
H 0.1168 -1.4883 -1.2228
H 1.9674 -0.7541 0.5697
H 1.9191 1.0861 0.5666
H 2.0942 0.1233 -0.9282
*
```

Results of the Löwdin charge analysis, in e, for atoms 1 through 4:
1. C -0.059
2. C -0.348
3. C -0.309
4. C -1.008